Record 1
The following is a DFT calculation (ωB97M-V/def2-TZVPD) of a molecular structure, C40H35N4O2PSc at a distorted geometry.

Properties
Spin multiplicity ... 1
HOMO-LUMO gap ... 5.898 eV
DFT total energy ... -3016.71847 hartree
Total charge ... +1
ΔE to the lowest compared entry with this formula, charge and spin ... 8.4 kcal/mol

Each line ends with the Mulliken charge.
Positions of all 83 atoms, in Å:
Sc: -0.069 0.375 -1.065  -0.253
C: -3.214 -1.701 3.345  -0.608
C: -2.805 -2.374 2.203  -0.862
C: -2.408 -1.663 1.077  0.074
C: -2.397 -0.272 1.089  -0.633
C: -2.794 0.400 2.241  0.507
C: -3.214 -0.312 3.353  -0.973
N: -2.000 0.463 -0.070  0.768
C: -2.887 1.286 -0.649  0.123
C: -4.299 1.268 -0.403  -0.707
C: -5.125 2.108 -1.086  -0.674
C: -4.657 3.047 -2.049  -0.763
C: -3.323 3.107 -2.299  -0.371
C: -2.448 2.229 -1.616  0.211
N: -1.078 2.286 -1.755  1.183
N: -0.515 3.153 -2.477  -1.391
C: 0.918 3.052 -2.353  -0.020
C: 1.671 4.035 -2.966  -0.590
C: 3.040 4.033 -2.764  -0.363
C: 3.603 3.063 -1.949  -1.103
C: 2.774 2.100 -1.400  -0.148
N: 1.452 2.069 -1.614  0.362
H: -3.530 -2.253 4.220  0.418
H: -2.808 -3.456 2.174  0.440
H: -2.110 -2.172 0.173  0.402
H: -2.788 1.483 2.264  0.563
H: -3.535 0.225 4.236  0.440
H: -4.705 0.575 0.319  0.473
H: -6.190 2.057 -0.893  0.441
H: -5.353 3.698 -2.557  0.429
H: -2.908 3.806 -3.013  0.485
H: 1.174 4.788 -3.559  0.519
H: 3.655 4.792 -3.229  0.432
H: 4.661 3.024 -1.737  0.482
H: 3.176 1.307 -0.783  0.498
O: 1.106 -1.238 -1.612  -0.544
C: 0.203 -1.823 -0.937  0.919
C: 0.707 -2.883 -0.014  -0.043
C: 0.436 -4.240 -0.081  -0.605
C: 0.830 -5.065 0.963  -0.693
C: 1.442 -4.530 2.091  -0.910
C: 1.666 -3.163 2.170  -0.158
C: 1.296 -2.321 1.127  -0.097
P: 1.634 -0.504 1.183  1.002
C: 1.261 0.100 2.845  0.949
C: 0.348 -0.534 3.676  -0.760
C: 0.028 0.023 4.909  -0.625
C: 0.594 1.221 5.307  -0.720
C: 1.487 1.876 4.466  -0.757
C: 1.819 1.317 3.244  -0.567
C: 3.460 -0.566 1.084  0.926
C: 4.066 -0.820 -0.147  -0.513
C: 5.439 -0.996 -0.230  -0.884
C: 6.222 -0.929 0.913  -0.599
C: 5.627 -0.695 2.144  -0.727
C: 4.253 -0.517 2.229  -0.657
H: -0.069 -4.654 -0.944  0.567
H: 0.649 -6.129 0.903  0.437
H: 1.740 -5.171 2.908  0.481
H: 2.134 -2.751 3.056  0.523
H: -0.128 -1.460 3.382  0.370
H: -0.674 -0.489 5.553  0.512
H: 0.342 1.648 6.269  0.420
H: 1.930 2.816 4.764  0.424
H: 2.526 1.836 2.606  0.508
H: 3.457 -0.922 -1.038  0.530
H: 5.892 -1.203 -1.190  0.467
H: 7.291 -1.074 0.846  0.412
H: 6.229 -0.662 3.041  0.448
H: 3.808 -0.348 3.200  0.388
C: -2.966 -0.992 -4.371  -0.754
C: -2.430 0.350 -4.859  -0.484
C: -1.038 0.363 -4.265  -0.539
O: -1.228 -0.208 -2.947  0.566
C: -2.342 -1.148 -2.987  -0.266
H: -2.638 -1.794 -5.033  0.310
H: -4.052 -1.021 -4.324  0.358
H: -3.016 1.169 -4.441  0.085
H: -2.419 0.439 -5.944  0.490
H: -0.605 1.353 -4.150  0.172
H: -0.342 -0.277 -4.815  0.420
H: -3.006 -0.871 -2.167  0.118
H: -1.936 -2.141 -2.790  0.305

---

Record 2
The following is a DFT calculation (ωB97M-V/def2-TZVPD) of a molecular structure, C5H6BrNO at a distorted geometry.

Properties
Spin multiplicity ... 1
HOMO-LUMO gap ... 8.189 eV
DFT total energy ... -2897.96001 hartree
Total charge ... 0
ΔE to the lowest compared entry with this formula, charge and spin ... 101.3 kcal/mol

Each line ends with the Mulliken charge.
Positions of all 14 atoms, in Å:
C: -2.967 0.091 -0.752  -0.246
C: -2.633 -1.177 -0.450  -0.012
C: -1.137 -0.292 -1.580  0.071
C: 2.831 0.726 1.804  -0.768
C: 2.454 0.101 0.476  -0.061
N: -2.005 0.631 -1.523  -0.475
O: -1.492 -1.460 -1.043  -0.267
Br: 3.680 0.381 -0.887  -0.046
H: -3.949 0.550 -0.429  0.286
H: -3.154 -1.984 0.036  0.369
H: 1.973 1.441 1.947  0.256
H: 3.911 1.118 1.991  0.306
H: 2.691 0.155 2.703  0.319
H: -0.203 -0.280 -2.294  0.269

---

Record 3
The following is a DFT calculation (ωB97M-V/def2-TZVPD) of 6 unconnected molecules or ions with the total composition C6H24O6 at a distorted geometry.

Properties
Spin multiplicity ... 1
HOMO-LUMO gap ... 10.494 eV
DFT total energy ... -694.27050 hartree
Total charge ... 0
SMILES string ... CO.CO.CO.CO.CO.CO
ΔE to the lowest compared entry with this formula, charge and spin ... 114.2 kcal/mol

Each line ends with the Mulliken charge.
Positions of all 36 atoms, in Å:
C: -0.505 23.784 -5.818  -0.591
O: -1.073 23.479 -7.024  -0.476
H: 0.498 23.359 -5.775  0.272
H: -0.589 24.828 -5.517  0.290
H: -0.980 23.229 -5.009  0.204
H: -0.585 24.040 -7.632  0.301
C: -6.525 17.934 -3.467  -0.508
O: -5.208 18.122 -2.945  -0.483
H: -6.483 17.289 -4.344  0.228
H: -7.004 17.470 -2.605  0.217
H: -7.049 18.876 -3.629  0.250
H: -4.898 18.827 -3.518  0.293
C: -10.554 25.171 -8.924  -0.477
O: -10.381 25.619 -10.273  -0.503
H: -9.782 25.607 -8.290  0.222
H: -11.524 25.570 -8.630  0.241
H: -10.611 24.088 -8.811  0.218
H: -10.292 26.574 -10.227  0.300
C: -2.172 18.324 -7.135  -0.548
O: -3.008 17.235 -7.625  -0.490
H: -2.287 18.482 -6.063  0.228
H: -1.139 18.163 -7.444  0.271
H: -2.538 19.297 -7.461  0.239
H: -2.737 17.248 -8.545  0.301
C: -3.880 24.234 -0.615  -0.477
O: -3.995 25.275 0.314  -0.496
H: -3.466 23.408 -0.036  0.221
H: -4.801 23.824 -1.029  0.220
H: -3.284 24.454 -1.500  0.219
H: -3.480 26.005 -0.037  0.314
C: -6.348 21.698 -6.693  -0.586
O: -5.484 21.856 -5.591  -0.452
H: -6.251 22.505 -7.419  0.299
H: -5.973 20.783 -7.153  0.231
H: -7.411 21.658 -6.457  0.225
H: -4.699 22.255 -5.973  0.283

---

> Look up the total charge of the first one.

+1

---

> What is the ΔE to the lowest compared entry with this formula, charge and spin in the third record?

114.2 kcal/mol

---

> Number 1 is which compound?

C40H35N4O2PSc

---

> Look up the total charge of the third one.

0